83
Properties=species:S:1:pos:R:3:forces:R:3 method="wB97M-V/def2-TZVPD" total_energy_ev=-184933.752 homo_lumo_gap_ev="7.2 / 7.1" homo_ev="-7.99 / -8.00" molar_mass_g_mol=895.79 e_above_lowest_ev=0.0000 spin_multiplicity=2 charge=0
Pd -1.1406 -0.9727 0.3267 -0.16 -0.09 0.14
C 1.1363 3.6266 4.2130 0.02 0.00 0.01
C 0.7577 2.2172 4.5665 0.02 0.01 -0.02
C 1.6099 1.3917 5.2797 0.01 -0.01 0.00
C 1.2411 0.0876 5.5811 0.04 0.02 0.01
Cl 2.3468 -0.9341 6.4618 0.00 0.01 -0.01
C 0.0211 -0.4105 5.1848 -0.04 -0.02 -0.03
C -0.8465 0.4026 4.4645 0.01 0.05 0.01
C -0.4793 1.7048 4.1574 -0.04 0.00 -0.07
O -1.2591 2.5752 3.4449 -0.07 0.02 0.05
C -2.4078 2.0500 2.8092 0.18 -0.01 0.05
C -2.0547 0.9599 1.8049 0.05 -0.08 0.01
O -2.7904 -0.0485 1.7129 -0.03 0.15 -0.02
O -1.0012 1.1163 1.1178 0.08 0.00 -0.16
H 2.1665 3.8313 4.5020 -0.01 0.00 0.00
H 0.4870 4.3458 4.7158 -0.01 -0.01 -0.01
H 1.0282 3.7987 3.1414 0.00 -0.01 0.00
H 2.5769 1.7607 5.5977 -0.01 0.01 0.00
H -0.2564 -1.4287 5.4164 0.00 -0.01 -0.01
H -1.7908 -0.0108 4.1415 -0.03 -0.01 -0.02
H -2.8541 2.8886 2.2764 -0.05 0.01 0.00
H -3.1302 1.6565 3.5256 -0.01 -0.02 0.03
Cl -0.0489 -4.0851 4.1062 0.02 0.00 -0.07
C -1.3696 -4.0120 2.9335 0.12 0.07 0.08
Cl -1.7155 -5.6295 2.3231 0.02 0.04 0.00
Cl -2.8173 -3.3351 3.7126 0.00 0.00 0.00
C -1.0464 -3.0316 1.7797 -0.14 -0.12 -0.15
O -0.3526 -2.0148 2.0327 -0.11 -0.07 0.12
O -1.5794 -3.2388 0.6738 -0.01 -0.11 -0.02
C 1.6424 -4.6744 0.5565 -0.04 -0.04 -0.01
Si 2.2811 -2.9170 0.3739 0.10 -0.04 -0.04
C 3.8832 -2.9816 -0.6203 0.04 -0.01 0.01
C 2.6950 -2.1800 2.0424 -0.01 0.05 0.05
Ge 0.8090 -1.6010 -0.9967 0.02 0.24 0.05
Si 0.0199 -2.7256 -2.9544 0.05 -0.09 0.06
C -1.2724 -4.0168 -2.5613 -0.10 0.03 0.01
C -0.6649 -1.4983 -4.1949 -0.01 0.04 -0.05
C 1.5134 -3.5905 -3.6979 -0.01 -0.03 -0.04
Si 2.0458 0.3944 -1.5335 0.08 -0.02 0.00
C 3.0388 0.9241 -0.0369 0.02 0.02 0.04
C 1.1181 1.9059 -2.1491 -0.09 0.02 0.01
C 3.2009 -0.1146 -2.9301 0.02 0.05 -0.03
H 2.4814 -5.3725 0.4867 -0.01 0.01 0.01
H 0.9083 -4.9517 -0.2026 0.03 0.02 0.03
H 1.1860 -4.8221 1.5357 -0.06 -0.02 0.02
H 4.5542 -3.7049 -0.1454 -0.01 0.03 -0.01
H 4.3906 -2.0138 -0.6156 -0.02 -0.03 -0.02
H 3.7448 -3.2912 -1.6579 -0.02 -0.01 0.00
H 3.1379 -2.9605 2.6692 0.02 0.01 -0.02
H 1.8161 -1.7961 2.5602 0.09 -0.02 -0.02
H 3.4258 -1.3755 1.9476 0.00 0.01 0.00
H -2.1962 -3.5716 -2.1824 0.15 -0.08 -0.07
H -0.9190 -4.7263 -1.8113 -0.01 0.01 0.00
H -1.5104 -4.5687 -3.4759 -0.01 -0.01 0.02
H -1.5700 -1.0154 -3.8220 0.01 -0.02 -0.03
H -0.9266 -2.0147 -5.1233 0.02 0.01 0.01
H 0.0619 -0.7184 -4.4376 -0.02 -0.02 0.00
H 1.8783 -4.3738 -3.0295 0.01 0.01 0.00
H 2.3391 -2.9081 -3.9079 -0.01 0.01 0.01
H 1.2254 -4.0680 -4.6398 0.01 0.01 0.02
H 2.4086 0.9924 0.8532 -0.01 0.01 -0.01
H 3.4830 1.9085 -0.2125 0.00 -0.03 0.00
H 3.8500 0.2252 0.1753 -0.02 0.00 0.02
H 0.5648 2.3853 -1.3377 -0.02 0.00 -0.01
H 0.4428 1.6874 -2.9796 0.04 0.02 0.01
H 1.8561 2.6295 -2.5083 0.00 -0.03 0.02
H 3.8006 -0.9925 -2.6878 -0.01 -0.01 0.00
H 3.8862 0.7123 -3.1425 0.00 -0.03 0.00
H 2.6450 -0.3238 -3.8478 0.00 -0.01 0.02
S -3.3061 1.3072 -2.9998 -0.05 0.03 -0.01
C -2.0930 0.8568 -1.8809 -0.04 0.00 0.05
N -2.2637 -0.2809 -1.2915 0.01 0.00 -0.05
C -3.4550 -0.8897 -1.6844 0.06 -0.01 0.00
C -3.9603 -2.0943 -1.1964 -0.06 -0.01 0.05
C -5.1631 -2.5391 -1.6994 -0.01 -0.01 0.00
C -5.8635 -1.8091 -2.6703 0.02 0.02 0.00
C -5.3763 -0.6114 -3.1484 -0.02 -0.02 -0.02
C -4.1615 -0.1574 -2.6384 0.00 0.04 -0.04
H -1.2506 1.4926 -1.6699 0.00 0.02 0.01
H -3.4182 -2.6506 -0.4417 -0.03 0.03 -0.01
H -5.5778 -3.4693 -1.3343 0.00 0.00 0.00
H -6.8042 -2.1888 -3.0461 0.00 0.01 0.00
H -5.9187 -0.0406 -3.8902 0.00 -0.01 0.01

***

92
Properties=species:S:1:pos:R:3:forces:R:3 method="wB97M-V/def2-TZVPD" total_energy_ev=-154811.335 homo_lumo_gap_ev=9.0 homo_ev=-9.51 molar_mass_g_mol=870.57 charge=0
Ga -0.0336 0.9156 1.3991 0.11 1.24 -0.07
F -2.0890 -2.0878 6.0314 0.07 0.35 -0.05
C -1.8168 -2.1443 4.7349 0.11 -0.27 0.07
F -0.8060 -2.9858 4.5485 0.11 0.09 -0.10
F -2.8843 -2.6253 4.1072 0.04 0.39 -0.19
S -1.3315 -0.4569 4.0730 -0.87 -0.89 1.14
O -0.9019 -0.6886 2.7162 0.04 -0.30 -1.00
O -2.4688 0.3823 4.2497 -0.26 0.12 0.36
N -0.1126 -0.1260 5.0124 -0.09 0.16 0.12
S 1.1603 0.3911 4.2803 0.92 -0.85 0.84
O 2.1519 0.8880 5.1619 0.03 0.03 0.30
O 0.8371 1.2878 3.1808 -0.01 0.45 -0.84
C 1.9782 -1.1610 3.5726 0.44 -0.53 -0.10
F 1.4845 -1.6593 2.4440 -0.12 0.13 0.34
F 1.8887 -2.0962 4.5124 -0.07 0.10 0.12
F 3.2761 -0.9145 3.3655 -0.10 0.26 0.09
N -1.7477 2.0905 2.1128 0.15 -0.46 0.26
C -2.3206 2.9912 1.1014 -0.01 0.28 -0.24
C -1.3160 4.0667 0.7026 0.21 -0.37 -0.24
C -0.1477 3.4017 -0.0329 -0.32 0.58 0.14
O 0.1013 3.6730 -1.1841 0.06 0.16 -0.33
O 0.5439 2.5646 0.6811 0.40 0.10 0.29
H -2.4740 1.4642 2.4623 0.18 0.22 -0.02
H -1.4284 2.6471 2.9055 -0.13 -0.14 0.01
H -3.2351 3.4617 1.4844 0.09 -0.18 -0.11
H -2.5520 2.3831 0.2238 -0.21 0.01 0.04
H -0.9278 4.5719 1.5909 -0.05 0.07 0.01
H -1.7785 4.7961 0.0388 0.00 -0.04 0.08
C -3.0976 2.2880 -3.0586 0.23 -0.40 -0.01
C -2.2603 1.0118 -3.1859 -0.18 0.21 -0.61
C -0.7925 1.3664 -3.4038 -0.19 -0.09 0.28
C -2.7492 0.1498 -4.3556 0.02 0.18 0.36
O -2.4698 0.2764 -1.9841 -0.23 0.00 0.02
Si -1.5584 -0.7252 -1.0932 0.32 0.83 0.66
O -0.9069 0.1574 0.0953 -0.83 -1.09 -1.28
O -2.4699 -1.9332 -0.5198 0.19 -0.26 0.07
C -3.8052 -1.9931 -0.0550 -0.61 -0.28 0.11
C -4.1530 -0.7409 0.7474 0.23 -0.24 -0.17
C -4.7404 -2.1187 -1.2628 0.29 0.03 0.27
C -3.9005 -3.2436 0.8267 0.08 0.40 -0.24
O -0.3728 -1.3808 -1.9921 0.14 0.04 -0.12
C -0.0015 -2.7123 -2.3148 0.23 -0.53 -0.31
C 0.5307 -3.4015 -1.0591 -0.11 0.27 -0.21
C 1.0882 -2.6000 -3.3882 -0.34 -0.01 0.31
C -1.1939 -3.4932 -2.8686 0.15 0.25 0.13
H -3.1394 2.8078 -4.0113 0.02 0.13 -0.11
H -2.6459 2.9418 -2.3174 0.03 0.15 0.09
H -4.1088 2.0372 -2.7492 -0.15 -0.04 0.02
H -0.6840 1.9363 -4.3246 0.02 0.07 -0.04
H -0.2049 0.4581 -3.4719 0.15 -0.12 -0.14
H -0.4172 1.9610 -2.5755 0.08 0.13 0.03
H -2.5816 0.6608 -5.2999 0.00 0.04 -0.13
H -3.8072 -0.0750 -4.2557 -0.19 -0.01 0.02
H -2.2026 -0.7882 -4.3570 0.13 -0.16 -0.07
H -4.1369 0.1203 0.0847 -0.07 0.21 -0.04
H -3.4061 -0.5981 1.5255 0.02 0.02 0.18
H -5.1380 -0.8421 1.1953 -0.10 0.06 0.07
H -4.5797 -1.2748 -1.9275 -0.07 0.12 -0.09
H -5.7758 -2.1362 -0.9338 -0.16 0.00 -0.01
H -4.5274 -3.0345 -1.8082 0.01 -0.13 -0.07
H -3.2435 -3.1389 1.6853 0.07 -0.02 0.09
H -3.5983 -4.1205 0.2599 0.04 -0.10 -0.07
H -4.9202 -3.3848 1.1730 -0.15 -0.03 0.08
H 1.3978 -2.8695 -0.6775 0.18 0.04 0.05
H 0.8066 -4.4306 -1.2734 0.04 -0.12 0.03
H -0.2437 -3.3784 -0.2987 -0.12 -0.14 0.18
H 1.9469 -2.0571 -3.0021 0.15 0.05 0.06
H 0.7005 -2.0624 -4.2502 -0.04 0.04 -0.11
H 1.4037 -3.5908 -3.7023 0.10 -0.11 -0.05
H -1.9731 -3.5385 -2.1166 -0.11 -0.14 0.05
H -0.8876 -4.4993 -3.1416 0.02 -0.13 -0.04
H -1.5956 -2.9959 -3.7469 -0.04 0.06 -0.18
N 10.2199 3.2828 1.1121 0.42 0.15 0.04
C 9.1505 2.9137 0.9331 0.41 0.15 0.04
C 7.8286 2.4521 0.7358 -0.79 -0.27 -0.11
C 7.4524 1.8620 -0.4690 -0.02 0.08 0.24
C 6.1666 1.3864 -0.6327 -0.23 -0.03 0.07
C 5.2340 1.4946 0.3978 0.78 0.26 0.10
C 5.6119 2.1036 1.5949 -0.14 -0.09 -0.12
C 6.8949 2.5768 1.7636 0.10 -0.06 -0.19
N 3.9336 0.9814 0.2439 -0.34 -0.07 0.16
C 3.3884 0.3874 -0.8714 -0.39 -0.31 -0.41
C 2.1208 0.0209 -0.5456 0.31 -0.04 -0.32
N 1.8863 0.3732 0.7506 0.04 0.26 0.58
C 2.9777 0.9550 1.1912 -0.31 -0.03 0.21
H 8.1698 1.7735 -1.2698 0.04 -0.02 -0.06
H 5.9020 0.9260 -1.5694 -0.05 -0.06 -0.08
H 4.9146 2.2114 2.4080 -0.08 0.01 0.08
H 7.1841 3.0413 2.6930 0.01 0.03 0.08
H 3.9093 0.2929 -1.8007 0.11 -0.01 -0.09
H 1.3472 -0.4437 -1.1289 0.02 -0.02 -0.21
H 3.0725 1.3631 2.1772 0.14 0.14 -0.01

***

78
Properties=species:S:1:pos:R:3:forces:R:3 method="wB97M-V/def2-TZVPD" total_energy_ev=-105714.747 homo_lumo_gap_ev="7.3 / 9.2" homo_ev="-9.28 / -11.20" molar_mass_g_mol=630.77 e_above_lowest_ev=0.8520 spin_multiplicity=3 charge=+1
Ti 0.4168 0.0221 0.1389 0.13 0.09 -0.07
C 1.5254 3.2828 -0.6607 0.00 -0.01 -0.01
C 0.1970 2.9492 -1.3326 -0.01 0.01 0.01
S -0.8458 2.2573 -0.0236 0.00 0.04 0.01
C -2.4647 1.8777 -0.7294 0.01 -0.01 0.01
C -3.4036 1.6558 0.4584 -0.01 -0.01 0.00
S -2.7751 0.5654 1.7828 -0.03 -0.01 -0.02
C -1.9261 1.7237 2.9142 0.00 0.03 0.01
C -0.4648 1.3320 3.1760 -0.01 0.03 0.01
S 0.6307 2.7827 3.1189 0.02 -0.02 -0.01
C 2.2461 1.9758 2.9089 0.00 0.01 0.01
C 2.9883 2.4154 1.6519 -0.01 -0.01 0.00
S 2.3209 1.7987 0.0693 0.01 0.01 0.00
H 1.3707 3.9964 0.1476 0.00 0.00 0.00
H 2.2128 3.7077 -1.3894 0.00 0.00 0.00
H 0.3191 2.2297 -2.1412 0.00 0.00 0.00
H -0.2535 3.8658 -1.7130 0.00 0.00 0.00
H -2.4128 0.9969 -1.3679 -0.01 0.00 -0.01
H -2.8151 2.7253 -1.3190 0.01 0.00 -0.01
H -4.3205 1.1845 0.1057 0.00 0.00 0.00
H -3.6765 2.6043 0.9196 0.00 0.00 0.00
H -2.4827 1.7496 3.8488 0.00 -0.01 0.00
H -1.9834 2.7168 2.4718 0.00 0.00 -0.01
H -0.1179 0.6153 2.4280 -0.01 -0.02 -0.03
H -0.3660 0.8357 4.1418 0.01 -0.01 0.00
H 2.0916 0.8953 2.9012 0.00 0.00 0.00
H 2.8673 2.2087 3.7746 -0.01 0.00 0.00
H 4.0153 2.0505 1.6978 0.00 0.00 0.00
H 3.0434 3.5017 1.5820 0.00 0.00 0.00
O -0.9513 -1.5821 -0.4262 0.03 -0.09 0.02
C -1.1018 -1.8228 -1.8581 -0.01 -0.01 -0.06
C -0.1805 -0.8015 -2.6017 -0.06 0.03 0.03
O -0.2728 -0.6989 -3.8010 0.06 -0.03 -0.03
O 0.6529 -0.1445 -1.8488 -0.11 0.02 0.10
C -0.6022 -3.2382 -2.1180 0.03 -0.02 0.00
C 0.7584 -3.4754 -2.3075 0.01 0.03 0.01
C 1.2354 -4.7715 -2.4279 -0.02 -0.03 0.00
C 0.3577 -5.8467 -2.3595 0.01 0.01 0.00
C -0.9985 -5.6171 -2.1792 0.01 -0.01 0.00
C -1.4768 -4.3190 -2.0609 -0.02 0.00 0.00
C -2.5697 -1.6362 -2.2170 -0.03 0.00 0.05
C -3.5287 -1.4982 -1.2168 0.01 0.01 -0.01
C -4.8737 -1.3621 -1.5393 0.00 0.00 -0.01
C -5.2748 -1.3654 -2.8653 -0.01 0.00 0.01
C -4.3237 -1.5183 -3.8653 0.01 0.00 -0.01
C -2.9820 -1.6594 -3.5482 0.01 -0.01 -0.02
H -0.7731 -2.4266 0.0079 -0.03 0.00 -0.02
H 1.4456 -2.6407 -2.3891 -0.01 0.00 0.00
H 2.2902 -4.9438 -2.6021 0.00 0.00 0.00
H 0.7273 -6.8579 -2.4690 0.00 0.00 0.00
H -1.6892 -6.4495 -2.1439 0.00 0.01 0.00
H -2.5385 -4.1451 -1.9370 0.00 0.00 0.00
H -3.2288 -1.4963 -0.1777 0.00 0.00 0.00
H -5.6062 -1.2635 -0.7476 0.00 0.00 0.00
H -6.3212 -1.2597 -3.1194 0.00 0.00 0.00
H -4.6279 -1.5323 -4.9036 0.00 0.00 0.00
H -2.2473 -1.7769 -4.3309 0.00 0.00 0.00
C -0.4393 -2.5112 2.6914 0.00 0.00 0.01
N 0.3817 -3.2285 1.7248 0.02 0.00 -0.02
C -0.1508 -4.5029 1.2532 -0.02 0.01 0.00
C 1.5405 -2.6882 1.2621 0.02 0.01 0.02
N 1.6786 -1.3721 1.2294 0.01 -0.04 -0.01
N 2.5050 -3.5257 0.8199 -0.02 -0.02 -0.01
C 2.7524 -4.8352 1.4112 0.00 0.01 0.00
C 3.5626 -3.0256 -0.0438 0.00 0.00 0.00
H -0.8064 -3.2192 3.4354 0.00 0.00 0.00
H -1.3009 -2.0253 2.2228 0.00 0.00 0.00
H 0.1629 -1.7548 3.1874 -0.01 0.00 0.00
H -1.2166 -4.3824 1.0419 0.00 0.00 0.00
H -0.0499 -5.2942 1.9985 0.01 0.00 0.00
H 0.3424 -4.8012 0.3305 0.00 0.00 0.00
H 2.6604 -1.1354 1.1339 -0.01 0.01 0.01
H 2.1620 -4.9631 2.3133 0.00 0.00 0.00
H 3.8054 -4.9013 1.6878 0.00 0.00 0.00
H 2.5253 -5.6413 0.7108 0.00 0.00 0.00
H 4.4075 -2.6304 0.5293 0.00 0.00 0.00
H 3.1784 -2.2500 -0.7038 0.00 0.00 0.00
H 3.9261 -3.8493 -0.6566 0.00 0.00 0.00

***

For reference, F_max by record: 0.251, 1.873, 0.176 eV/A.